The following is a quantum chemistry calculation of a structure of composition C9H17LiNO5S, from the OMol25 dataset.

frontier orbital gap: 6.44 eV
2S+1: 1
E: -32361.191 eV
lowest unoccupied orbital energy: -5.483 eV
total charge: +1
strongest force on any atom: 8.5 eV/Å

Positions of all 34 atoms, in Å:
C1 -2.14 1.69 1.91
C2 -2.11 0.19 2.57
O1 -3.31 -0.38 2.85
N1 -0.89 -0.61 2.95
C3 0.25 0.25 3.46
C4 -0.45 -1.57 1.86
C5 0.78 -1.04 0.92
C6 0.91 -1.88 -0.52
C7 1.98 -1.09 -1.53
C8 1.20 0.18 -2.21
C9 -0.22 -0.05 -3.01
O2 -0.61 1.36 -3.34
S1 0.78 2.39 -3.21
O3 0.74 3.39 -2.02
O4 0.72 3.22 -4.52
O5 1.93 1.09 -3.12
H1 -1.45 1.81 0.96
H2 -1.81 2.55 2.67
H3 -3.24 2.01 1.56
H4 -0.14 0.79 4.45
H5 0.56 1.10 2.71
H6 1.20 -0.38 3.79
H7 -1.37 -1.93 1.19
H8 -0.04 -2.55 2.41
H9 0.57 0.09 0.69
H10 1.84 -1.10 1.46
H11 1.25 -3.00 -0.31
H12 -0.17 -1.95 -0.96
H13 2.84 -0.70 -0.80
H14 2.46 -1.84 -2.29
H15 0.98 0.88 -1.30
H16 -1.16 -0.40 -2.40
H17 0.13 -0.72 -3.93
Li1 -1.98 -1.81 -2.93

In the Löwdin picture, each atom carries the following charge in e: C -0.047; C -0.288; O -0.046; N -0.168; C -0.118; C -0.185; C -0.188; C -0.177; C -0.100; C -0.314; C -0.158; O -0.254; S 0.919; O -0.279; O -0.277; O -0.188; H 0.074; H 0.106; H 0.106; H 0.122; H 0.090; H 0.119; H 0.133; H 0.144; H 0.095; H 0.137; H 0.138; H 0.064; H 0.150; H 0.130; H 0.136; H 0.080; H 0.171; Li 0.872